DFT (ωB97M-V/def2-TZVPD) results for a 15-piece molecular cluster, C66H131N9O18 overall.

Structure (XYZ):
```
224
C66H131N9O18 (ωB97M-V/def2-TZVPD)
O 4.789 0.904 3.918
O 2.172 -3.118 -5.220
O -0.939 -1.907 -1.463
O -4.990 -4.653 -2.158
O 6.601 -1.932 -3.889
O 2.279 6.517 5.024
O 4.738 3.886 4.371
O 2.346 -1.804 -7.041
O -2.314 -5.239 -4.012
O 3.214 1.667 -1.886
O -2.617 -6.659 -2.437
O -6.581 0.581 -0.441
O -5.145 -2.040 -1.510
O -0.551 -5.997 -2.813
O 1.443 -0.918 -5.283
O -0.400 1.745 2.907
O -1.130 0.626 -0.089
O 5.293 0.894 -4.029
N -5.634 3.958 2.489
N 0.842 -0.428 6.188
N -2.315 -0.798 -5.000
N 3.124 0.286 1.183
N 1.529 -5.306 1.025
N 1.563 5.026 1.010
N -6.420 -5.569 1.178
N -5.150 7.303 -1.347
N -3.278 -1.780 2.210
C -1.589 1.673 0.772
C -5.456 -3.733 -3.162
C 5.198 1.987 -3.170
C 1.186 -2.105 3.134
C 2.127 -3.000 3.936
C -5.320 6.368 -1.993
C -1.952 1.099 -3.257
C -2.204 -7.521 -1.351
C -5.510 5.064 -2.657
C 6.972 -2.999 -4.679
C -3.273 1.616 4.477
C 4.287 0.267 1.047
C -2.515 5.756 3.144
C 5.957 -2.155 0.891
C -1.548 -2.996 -0.727
C 1.825 -4.639 -1.492
C -3.130 -5.632 1.962
C 3.004 -2.885 -7.710
C -1.657 -5.257 1.969
C 0.965 -1.123 -4.008
C -1.962 3.183 -4.830
C -0.006 -1.761 4.081
C -1.734 -5.947 -3.066
C -4.532 3.399 -0.961
C -2.169 -0.027 -4.162
C -5.637 -0.320 0.054
C -4.712 -0.517 4.005
C -0.507 2.304 1.598
C 5.466 1.620 4.924
C 3.765 3.720 1.363
C 4.819 -0.312 -3.426
C -4.868 -2.356 -2.839
C -5.467 -5.942 -2.422
C 5.015 4.677 1.037
C 3.560 0.274 4.315
C -3.830 -1.248 3.093
C 6.569 -0.845 1.361
C -5.301 -5.348 1.004
C 1.842 1.890 -1.647
C 1.614 -5.041 -0.079
C 3.781 2.448 -2.945
C -5.334 5.064 2.651
C 1.994 -2.088 -5.805
C 2.500 4.414 1.047
C -4.921 6.390 2.951
C 4.312 5.161 4.757
C -0.367 -0.439 0.396
C 5.270 4.604 -0.465
C -5.817 3.861 -1.690
C -7.319 1.171 0.668
C -1.148 2.262 -3.961
C 4.280 -5.395 -1.459
C -4.577 1.045 3.839
C 3.307 -4.271 -1.713
C -3.441 6.654 2.472
C 4.744 2.883 5.388
C 0.898 6.532 5.034
C 0.132 -1.263 -0.809
C 0.458 -1.073 5.313
C 5.320 -1.477 -4.287
C 0.495 2.587 3.711
C 5.728 0.385 0.843
C -1.496 -4.281 -4.620
C 2.813 5.195 4.827
C -4.673 -0.825 -1.033
C -3.937 -4.940 0.883
H 5.035 -2.466 1.388
H 0.550 5.684 5.705
H -0.304 1.797 -4.473
H -4.395 -0.836 5.006
H -3.534 -5.194 -0.119
H -1.113 -3.587 -3.870
H -3.091 7.667 2.607
H 3.716 -0.289 -3.474
H 4.773 5.683 1.375
H -2.623 4.639 2.953
H 3.474 -3.416 -1.029
H 3.466 -3.947 -2.780
H -3.583 -5.495 2.941
H -1.438 -4.193 2.035
H 2.455 4.594 5.695
H 6.263 -3.803 -4.567
H 4.653 5.919 4.023
H -2.051 -3.777 -5.385
H -6.515 -3.660 -3.092
H 4.003 -3.010 -7.243
H 0.499 0.017 0.945
H -3.665 -0.969 -0.537
H -2.302 2.550 -5.715
H 1.420 -5.502 -2.017
H -0.777 -1.115 3.671
H -5.214 -4.032 -4.236
H 2.527 -2.483 4.822
H 6.007 1.311 1.365
H 4.115 -5.729 -0.432
H 5.709 1.060 5.827
H 1.381 2.685 3.114
H 1.632 -1.196 2.714
H -4.592 -0.066 -1.862
H 0.537 7.442 5.484
H -6.056 -1.167 0.588
H -1.004 -3.964 -0.988
H -1.588 0.749 -2.231
H 3.898 3.465 -2.562
H 1.153 -3.815 -1.749
H 0.638 2.095 4.648
H 5.180 -0.379 -2.396
H 4.144 -6.249 -2.094
H -6.256 5.246 -3.435
H -1.251 -7.169 -0.871
H 6.979 -2.752 -5.738
H 0.036 3.568 3.841
H 7.578 -0.689 0.921
H 1.653 -3.886 4.298
H 3.085 -2.556 -8.771
H -2.497 5.998 4.197
H 3.779 3.580 2.432
H 5.583 1.709 -2.183
H 3.132 2.487 -3.817
H 2.433 -3.801 -7.697
H -5.538 1.567 4.172
H -3.425 6.535 1.425
H -2.977 1.484 -3.087
H -0.024 -1.547 -4.087
H -5.733 -0.880 3.814
H -5.160 -6.616 -1.621
H 2.973 -3.278 3.321
H 3.914 2.821 0.829
H -6.569 4.136 -0.952
H -3.143 -6.730 1.835
H -3.374 1.524 5.595
H -4.666 1.226 2.759
H 3.745 2.635 5.655
H 5.324 -1.014 -5.289
H -6.272 3.048 -2.327
H 5.165 3.235 6.322
H -6.648 1.762 1.292
H -2.989 -7.540 -0.610
H 5.819 2.823 -3.580
H -4.696 2.422 -0.534
H -8.009 1.898 0.214
H -1.476 4.075 -5.225
H 0.699 -0.678 -1.496
H -2.102 -8.508 -1.754
H -2.388 1.095 4.145
H -3.795 -2.297 -3.093
H -6.533 -6.080 -2.532
H -3.661 3.450 -1.631
H -0.618 -4.801 -5.096
H 2.666 0.921 4.124
H 1.631 1.386 -0.675
H 0.388 2.110 0.978
H -5.040 -6.353 -3.310
H 5.293 -5.108 -1.509
H -7.845 0.392 1.215
H 5.951 3.835 -0.770
H 6.384 2.023 4.493
H 3.634 -0.556 3.591
H -5.013 0.209 0.783
H -0.551 -2.609 4.413
H 1.604 -1.751 -3.365
H -5.395 -1.635 -3.476
H 0.914 -0.162 -3.523
H -1.590 -2.850 0.362
H -1.185 -5.710 2.828
H 6.672 -0.886 2.417
H -3.856 -3.875 0.882
H 5.768 -2.156 -0.190
H 7.967 -3.335 -4.361
H -0.988 -1.099 1.037
H 5.903 0.671 -0.177
H -5.609 7.065 2.407
H -1.522 5.996 2.822
H 0.477 6.393 4.001
H -1.174 -5.695 1.098
H -1.947 2.404 0.037
H 1.171 1.509 -2.481
H 6.702 -2.955 0.975
H 4.355 4.530 -1.004
H -2.428 1.335 1.393
H -0.657 2.793 -3.185
H -2.788 3.549 -4.243
H 0.748 -2.668 2.268
H 1.596 2.983 -1.576
H -3.154 2.675 4.236
H 5.811 4.248 1.612
H 2.430 4.694 3.941
H -4.590 4.795 -3.206
H -2.539 -3.073 -1.164
H 4.605 -2.307 -4.246
H 5.746 5.508 -0.833
H -0.502 3.368 1.748
H -4.992 6.551 4.022
H -4.396 4.084 -0.122
H 0.804 -2.101 -0.471
H 3.520 -0.119 5.349
H 4.778 5.410 5.749
```

Computed properties:
spin multiplicity = 1
HOMO-LUMO gap = 9.797 eV
net charge = 0
highest occupied orbital energy = -0.34174 Ha
total energy = -120823.112 eV
lowest unoccupied orbital energy = 0.50 eV
maximum force = 4.67 eV/A